No. 1
DFT (the ωB97M-V functional and the def2-TZVPD basis) results for a structure of composition C41H38BrF15GeN2O12P3SSiTl at a distorted geometry.

## Properties
- orbital gap (eV) = 7.13
- charge = -2
- highest occupied orbital energy (eV) = -4.1143

Structure (XYZ):
```
116
C41H38BrF15GeN2O12P3SSiTl the ωB97M-V functional and the def2-TZVPD basis
C 2.004 5.672 0.491
C 4.450 2.077 2.820
C -3.053 3.731 -4.079
H -2.737 -1.200 7.274
O 5.142 0.578 -0.761
O 1.220 0.701 -2.710
H 4.214 -4.915 2.063
N 2.375 2.623 3.837
C -7.486 1.633 -0.937
F -1.608 -0.121 -3.559
H 3.350 -1.124 2.509
C -3.620 -1.221 -1.081
F -4.853 -3.840 1.042
P 2.716 0.684 -3.075
O 2.824 -2.411 0.206
F -4.300 2.000 1.737
Br -4.349 -2.796 5.290
C 1.306 0.963 5.262
H 0.872 -2.074 -4.138
H -0.012 -1.474 3.094
C -1.844 -2.168 4.053
C 1.005 -3.580 -2.460
H -0.475 -0.141 7.139
O 3.433 1.848 -2.125
C -5.370 1.841 0.844
C 2.538 1.555 4.647
C 3.390 -2.192 2.549
F -2.868 -1.813 1.108
H 2.230 3.519 -2.807
C -2.136 -1.287 6.386
H 4.805 -0.116 -1.411
H 4.126 -2.278 3.299
H 5.132 2.136 1.982
C -4.520 -3.082 -2.479
F -5.064 -3.472 -3.626
H -0.669 -4.909 -2.817
F -4.322 -0.972 -3.354
F -2.994 5.078 -4.169
O 1.284 -2.464 -1.615
F -1.133 1.243 -5.820
H 2.710 -1.325 -2.018
H 3.484 4.133 -1.723
F -6.001 1.028 -2.574
C 2.543 4.416 -2.167
H -2.389 -2.637 3.204
C 3.285 2.808 2.929
H -0.379 4.526 -2.500
H 2.901 -4.453 -1.843
S -1.814 1.226 0.339
C -0.493 -3.920 -2.422
H -0.969 -3.813 -1.407
Ge -3.418 0.742 -1.085
F -8.506 1.366 -1.810
F -6.903 3.211 2.213
H 3.066 5.455 0.579
H 2.372 -2.510 2.984
C 3.843 1.095 4.954
C -6.231 1.159 -1.268
C -0.853 -0.780 6.336
H 2.460 -4.660 1.663
H 3.599 -4.907 0.395
H 5.757 -3.001 1.526
C 1.825 -4.755 -1.856
N 1.170 -0.298 5.088
P 1.231 -2.497 0.064
H 1.880 6.750 0.241
H 0.840 -3.737 -4.678
H 2.410 -3.020 -3.961
H 2.992 3.501 2.153
F -1.994 3.746 -6.224
F -8.811 3.039 0.433
H -0.996 5.543 -1.168
C -3.642 -2.006 0.040
C -2.626 -2.075 5.275
C -7.662 2.292 0.256
C 3.518 -4.437 1.382
C -4.371 -3.257 -0.006
Tl 0.676 1.068 -0.492
Si 1.348 4.563 -0.838
P 3.968 1.600 -0.601
C -0.174 5.335 -1.842
H 1.528 5.486 1.504
C -2.959 1.681 -2.736
C 1.354 -3.075 -3.920
H 1.544 -4.847 -0.815
O 0.616 -3.695 0.740
C 3.660 -2.941 1.220
H 5.775 0.695 3.954
H 4.115 0.799 5.990
C -0.131 -0.882 5.174
O 2.841 0.920 0.153
C -3.301 3.037 -2.920
O 3.371 -0.669 -2.363
C 5.046 -2.589 0.738
C -2.282 1.011 -3.734
C -6.628 2.403 1.146
O 0.897 3.239 -0.079
C -4.686 -3.846 -1.279
H -1.049 -3.181 -3.032
H 0.473 1.602 5.497
C -4.100 -1.803 -2.283
O 0.614 -1.115 0.385
O 3.094 0.729 -4.559
C 4.777 1.227 3.874
H 0.196 6.198 -2.470
H 5.270 -3.186 -0.200
C -5.160 1.264 -0.386
F -3.647 3.733 -1.830
F -5.213 -5.062 -1.310
O 4.595 2.858 -0.024
C -2.438 3.026 -5.176
C -0.573 -1.583 4.031
H 1.793 -5.682 -2.383
H 5.217 -1.517 0.642
C -2.046 1.713 -4.943
H 2.787 5.306 -2.783
```

No. 2
DFT (the ωB97M-V functional and the def2-TZVPD basis) results for a structure of composition C41H38N2O7PtTe.

## Properties
- orbital gap (alpha / beta) (eV) = 6.99 / 6.90
- spin multiplicity = 3
- highest occupied orbital energy (alpha / beta) (eV) = -6.8981 / -7.6863

Structure (XYZ):
```
90
C41H38N2O7PtTe the ωB97M-V functional and the def2-TZVPD basis
H -1.715 -5.039 -3.991
C 4.488 3.423 -0.587
H 2.492 -6.030 -0.482
H 0.134 -3.286 -1.784
C -0.481 -1.607 3.525
H 1.486 3.933 -0.278
C 0.254 -0.748 4.337
C 4.133 2.959 0.673
H 0.099 7.971 -0.634
H -1.940 3.706 0.891
O 3.002 -1.313 -2.187
C -2.101 -4.621 -3.070
C -1.018 1.943 0.120
H -1.792 -2.573 -3.653
C -1.696 2.672 1.100
O -3.223 -0.751 -0.500
C 1.244 2.928 -3.756
H -0.796 2.453 -4.287
H 4.552 3.420 1.558
C -1.703 0.854 2.589
C -2.650 -2.691 -1.714
C 2.079 -5.126 -0.925
C 0.522 -1.095 5.653
H 0.556 -4.956 0.614
C 0.704 4.641 -0.531
H 1.421 3.193 -4.798
O -2.212 -0.465 -2.462
C -0.718 2.694 -1.115
C -0.721 -1.318 2.072
C -2.580 -5.453 -2.059
H 0.235 -2.551 7.199
O -0.673 -2.269 1.305
C 0.653 -4.860 -0.468
H 4.234 3.197 -2.701
N -0.585 2.157 -2.267
H 1.895 6.361 -0.079
C 2.809 -3.852 -0.494
H -2.563 -6.529 -2.193
H -0.218 -2.948 -0.187
H -1.092 -4.070 5.768
C -1.313 6.444 -1.158
H -1.974 0.415 3.541
C 1.973 -1.995 -2.080
H 1.106 -0.431 6.277
C 3.948 2.831 -1.721
H 2.967 1.531 1.772
H 0.621 0.188 3.933
C -0.531 4.177 -0.969
H 1.758 3.652 -3.126
H 2.106 -5.235 -2.012
C -2.685 -1.202 -1.525
C -2.087 2.153 2.320
O -0.024 -0.194 -0.444
C -2.149 -3.249 -2.888
H -0.115 -5.456 -0.951
H 5.189 4.241 -0.690
H 1.751 -1.991 0.037
H -2.102 7.144 -1.399
C 0.036 -2.288 6.168
H -2.503 4.714 -1.619
C -1.011 0.071 1.669
H -3.888 3.171 2.930
H -3.640 -2.068 0.321
H 1.998 0.490 -0.245
C -3.085 -4.926 -0.885
C -0.953 -2.810 4.042
C 0.930 6.005 -0.416
C 3.246 1.898 0.792
C -0.077 6.908 -0.728
C -0.680 0.575 0.372
C 3.045 1.781 -1.597
C -3.138 -3.540 -0.703
C -1.540 5.081 -1.282
C -0.257 2.930 -3.467
H -2.977 2.453 4.255
Pt -0.130 0.060 -2.572
H 3.054 -3.903 0.568
H -0.610 3.958 -3.388
H -2.404 3.937 3.492
C -0.707 -3.143 5.364
N 0.456 -3.426 -0.809
C 1.785 -2.741 -0.751
O 1.019 -2.102 -2.906
H -3.470 -5.563 -0.100
H -1.521 -3.467 3.395
C 2.702 1.304 -0.340
O -3.667 -3.063 0.427
C -2.880 2.973 3.302
H 3.727 -3.659 -1.045
Te 2.184 1.005 -3.366
```

No. 3
DFT (the ωB97M-V functional and the def2-TZVPD basis) results for a structure of composition C41H39GeI2N7O2RuS.

## Properties
- orbital gap (alpha / beta) (eV) = 6.10 / 6.18
- highest occupied orbital energy (alpha / beta) (eV) = -7.8552 / -7.9723

Structure (XYZ):
```
94
C41H39GeI2N7O2RuS the ωB97M-V functional and the def2-TZVPD basis
C -5.313 1.018 0.278
C -1.758 0.699 -3.646
H 0.779 -3.645 0.674
C -4.166 0.252 0.417
C -3.302 1.834 2.014
N 0.314 -4.200 3.603
C 5.664 0.153 2.833
C -2.298 -1.277 2.123
C -1.887 -3.545 2.954
C -2.306 2.316 -1.880
C 2.000 0.764 -4.013
N 4.791 4.053 0.884
H 2.482 -1.800 3.663
C -0.998 -4.457 3.454
C 5.809 -0.573 1.662
C 3.297 1.298 -1.620
C 1.559 -3.776 -0.060
N -2.699 1.497 -2.875
H 4.841 -1.404 -0.046
N -2.953 3.491 -1.762
H 2.328 0.686 2.734
C 1.494 4.895 -0.058
H 2.819 -3.000 2.433
N -2.028 -0.198 1.480
C -3.350 -3.881 2.851
H 4.224 -4.330 -2.791
C 2.205 -2.673 -0.610
C 3.651 3.958 0.739
H -3.184 5.170 -2.964
S -0.953 2.111 -0.858
C 2.930 1.796 -3.942
H -1.869 5.045 -0.829
O -3.891 -3.607 1.562
I -1.816 2.461 3.330
H -3.320 -1.393 2.473
H -3.491 -4.929 3.129
C -2.732 4.401 -0.640
C 3.584 2.058 -2.748
H -1.943 -0.365 -3.525
H -3.948 -3.286 3.546
H 3.657 -2.058 -2.084
Ru -0.275 0.215 0.471
C 0.812 -3.062 3.174
C -4.457 2.594 1.877
C 4.700 -0.829 0.864
C 1.880 -5.063 -0.464
C -3.549 4.144 -2.927
H 1.504 0.548 -4.952
C 2.252 3.844 0.530
H 3.097 -6.277 -1.751
C 2.275 -2.824 3.365
H 4.284 1.172 4.121
H -2.560 3.844 0.273
C 2.846 -5.271 -1.440
H -4.729 1.796 -2.469
C 3.481 -4.183 -2.017
H 4.319 2.851 -2.684
H -1.869 0.968 -4.701
C 3.301 0.351 2.407
H -6.356 2.787 0.914
C -5.458 2.190 1.007
H -6.100 0.685 -0.386
H -4.315 0.238 -3.199
C 3.433 -0.368 1.220
H -4.571 3.500 2.457
H -0.745 0.922 -3.323
H -4.341 1.700 -4.202
H -3.249 3.636 -3.838
N 0.970 1.715 1.001
H -4.032 -0.673 -0.131
H 6.524 0.364 3.454
Ge 2.032 -0.800 -0.076
C 1.590 2.690 0.825
C 4.406 0.610 3.203
O 0.586 -1.042 1.966
H -3.627 5.013 -0.528
C 3.160 -2.895 -1.606
C 0.003 -2.087 2.495
C 2.354 0.275 -1.678
H -3.303 -3.981 0.895
H 0.998 -0.807 -2.949
H 2.643 -3.520 4.115
C -4.102 1.309 -3.210
I -1.228 -1.722 -1.107
H 6.783 -0.936 1.360
H -1.336 -5.434 3.782
H 3.829 1.505 -0.698
C 1.712 0.007 -2.888
N 0.863 5.746 -0.512
H 1.369 -5.905 -0.015
H 3.150 2.389 -4.821
H -4.639 4.164 -2.867
C -1.378 -2.311 2.487
C -3.161 0.657 1.287
```